Run a
The following is a DFT calculation (ωB97M-V/def2-TZVPD) of C4H7NOS2 as an isolated structure.

Properties
* HOMO-LUMO gap: 8.91 eV

Geometry (Å):
C1 1.70 -0.07 0.69
C2 -0.30 -1.31 -0.73
C3 -1.51 1.26 -0.02
C4 -2.66 1.57 0.85
H1 2.88 1.86 -1.43
H2 2.31 0.24 1.51
H3 -0.52 -2.45 -0.81
H4 0.53 -1.30 -1.83
H5 -0.53 1.69 -0.33
H6 -2.89 2.60 1.60
H7 -3.24 0.48 1.12
N1 1.79 0.62 -0.34
O1 2.78 1.66 -0.39
S1 0.72 -1.45 0.73
S2 -1.76 -0.38 -0.67

***

Run b
The following is a DFT calculation (ωB97M-V/def2-TZVPD) of one molecule with the formula C4H7NOS2.

Properties
* SMILES: O/N=C\[C@H]1S[C@@H]1CS
* HOMO-LUMO gap: 9.28 eV

Geometry (Å):
C1 1.66 -0.28 1.01
C2 0.36 0.51 1.01
C3 -0.61 0.22 -0.13
C4 -2.02 0.75 -0.06
H1 2.00 -2.39 -0.29
H2 1.25 -1.21 1.76
H3 2.42 0.27 1.46
H4 -0.07 0.93 1.96
H5 -0.80 -0.71 -0.85
H6 -2.30 2.04 -0.07
H7 -3.51 -2.24 0.34
N1 -2.99 -0.11 0.01
O1 -2.74 -1.62 -0.16
S1 2.38 -1.04 -0.46
S2 0.59 1.66 -0.42

***

Run c
The following is a DFT calculation (ωB97M-V/def2-TZVPD) of C4H7NOS2 as an isolated structure.

Properties
* HOMO-LUMO gap: 8.88 eV

Geometry (Å):
C1 -1.06 -0.16 -0.37
C2 -0.65 -0.75 1.02
C3 0.86 -0.23 1.17
C4 0.21 0.57 -0.83
H1 -2.71 -0.03 -2.15
H2 -1.60 0.76 -0.20
H3 -1.24 -0.46 1.96
H4 -1.04 -2.09 1.05
H5 1.62 -1.09 1.73
H6 1.01 0.83 1.75
H7 2.44 1.18 -1.17
N1 1.27 0.07 -0.17
O1 2.50 0.88 -0.14
S1 -2.12 -1.08 -1.45
S2 0.52 1.62 -2.20

***

We find run c to be the most stable, with the next structure 118.7 kJ/mol higher.